[1]
This record from the Open Molecules 2025 dataset describes a single C4H5B molecule in a non-equilibrium geometry. The level of theory is wB97M-V/def2-TZVPD.

XYZ file:
```
10
Properties=species:S:1:pos:R:3:lowdin_charge:R:1
C 0.4400 0.6555 1.0159 -0.05
H -0.7283 2.2871 -0.4942 0.10
H 1.9715 -0.9260 0.6428 0.13
C 0.9054 -0.4975 0.4882 -0.10
H 0.2667 -1.8649 -1.2651 0.13
C -1.1107 -0.3130 -0.6105 -0.06
H -1.8540 -0.4178 -1.3577 0.08
B -0.7056 0.9911 0.1208 -0.26
C -0.0585 -1.0749 -0.5266 -0.11
H 0.8736 1.1604 1.9864 0.14
```

## Properties
2S+1 ... 3
Orbital gap (spin up / spin down) ... 7.65 / 8.05 eV
LUMO level (spin up / spin down) ... 0.0345 / -0.0889 hartree



[2]
This record from the Open Molecules 2025 dataset describes C10H20FeN2P as an isolated structure in a non-equilibrium geometry. The level of theory is wB97M-V/def2-TZVPD.

XYZ file:
```
34
Properties=species:S:1:pos:R:3:lowdin_charge:R:1
Fe 1.9197 -0.0496 -0.5241 0.75
C -0.2823 -1.8731 -0.4793 -0.26
C -4.8970 0.8547 0.4601 -0.04
N 1.8959 -0.0496 1.4306 -0.12
H -0.5894 1.2555 -2.5970 0.06
H 3.3881 -1.4731 1.7531 0.14
H 0.6970 -2.1680 -0.8692 0.04
C 4.2430 0.2862 0.8187 -0.22
C -2.2032 0.2625 -0.1354 -0.37
H 3.4686 -0.0692 2.8267 0.15
H -1.2190 -0.3852 -2.8390 0.08
H -5.9348 1.0809 0.6891 0.13
H -2.6432 -1.6509 0.7952 0.10
C -2.7574 1.5155 -0.4457 -0.09
H -0.3500 -2.2474 0.5465 0.06
N 3.8744 -0.0496 -0.5479 -0.11
C -4.3618 -0.3862 0.7924 -0.04
H 5.2705 -0.0300 1.0248 0.15
C 3.2625 -0.3854 1.7992 -0.21
C -4.0932 1.8085 -0.1557 -0.04
H 1.1461 -0.7321 1.8342 0.16
H 4.2780 0.6329 -1.2977 0.18
H 4.1969 1.3739 0.9443 0.13
H 0.5274 -0.1024 -2.7603 0.03
C -0.4384 0.2018 -2.3453 -0.24
H 1.6302 0.9232 1.7574 0.15
H 4.2012 -1.0224 -0.8136 0.16
H -4.5001 2.7845 -0.4060 0.12
P -0.4497 -0.0496 -0.5241 0.86
C -3.0241 -0.6769 0.5028 -0.08
H 1.9197 1.6368 -0.5241 0.06
H -1.0453 -2.3733 -1.0834 0.09
H -4.9823 -1.1307 1.2846 0.12
H -2.1495 2.2880 -0.9124 0.11
```

## Properties
2S+1 ... 6
Orbital gap (spin up / spin down) ... 7.69 / 6.22 eV
Total charge ... +2
LUMO level (spin up / spin down) ... -0.2732 / -0.3312 hartree



- Which value of 2S+1 does entry 1 give?
  3



- Which of these has the highest 2S+1?
  C10H20FeN2P



- 2S+1 of number 2 (C10H20FeN2P)?
  6



- The highest 2S+1 belongs to which entry?
  C10H20FeN2P